No. 1
29
Properties=species:S:1:pos:R:3:forces:R:3:mulliken_charge:R:1 method="wB97M-V/def2-TZVPD" largest_force_ev_per_a=2.568 energy_ev=-17679.2998 total_charge=0 homo_lumo_gap_ev=10.2 lumo_energy_ev=0.566
C -3.07862 0.34916 -0.59761 0.175 -0.627 0.469 -0.71
C -1.75910 0.07055 0.12137 -0.329 -0.248 0.819 0.65
C 0.63932 0.64454 0.19532 0.276 -0.492 0.930 0.22
C 1.20105 2.08344 0.06976 0.640 -2.071 1.378 0.31
C 1.62328 -0.37067 -0.42287 1.185 0.908 0.266 -1.50
C 1.23661 -1.83343 -0.27660 -1.007 -0.208 -0.275 1.14
C 1.19675 -2.29645 1.18420 -1.411 1.242 0.072 -1.41
C 2.19416 -2.68810 -1.10775 -1.101 1.021 -0.680 -1.64
H -4.24784 -0.46644 0.93066 0.222 0.844 -0.092 0.29
H -3.96394 -1.45031 -0.20347 0.047 0.235 -0.591 0.29
H -3.27062 1.42271 -0.52210 -0.248 -0.085 0.105 0.34
H -2.90452 0.14405 -1.66010 -0.284 -0.042 0.103 0.36
H -0.73626 1.37728 -1.11897 -0.502 -0.230 -0.016 0.30
H 0.59481 0.27194 1.25101 -0.428 1.041 -0.632 0.39
H 1.77043 -0.11368 -1.46417 -0.159 -0.087 -0.551 0.42
H 2.63899 -0.16145 0.02556 -0.941 -0.388 -0.128 0.42
H 0.19469 -1.92297 -0.69798 0.857 -0.075 0.322 0.08
H 0.39003 -1.71936 1.72231 0.848 -0.680 -0.382 0.26
H 0.95584 -3.34124 1.29372 -0.095 -0.427 -0.159 0.43
H 2.13591 -2.11688 1.66855 0.671 0.133 0.319 0.33
H 1.87575 -3.71357 -1.08606 0.039 -0.553 -0.100 0.44
H 2.21628 -2.31001 -2.15106 0.027 -0.401 0.474 0.38
H 3.16536 -2.58004 -0.69305 1.096 -0.143 0.313 0.37
H 2.62822 3.15258 0.64165 -0.103 -0.342 0.183 0.36
N -4.18377 -0.46032 -0.08644 0.000 -0.478 -0.012 -0.69
N -0.67856 0.64601 -0.41878 1.484 0.714 -0.506 -0.17
O -1.68378 -0.61881 1.13070 -0.231 0.047 -0.342 -0.64
O 0.78155 2.91641 -0.65923 -0.658 1.011 -0.976 -0.57
O 2.28629 2.26156 0.85417 -0.069 0.378 -0.313 -0.44

=====

No. 2
18
Properties=species:S:1:pos:R:3:forces:R:3:mulliken_charge:R:1 method="wB97M-V/def2-TZVPD" largest_force_ev_per_a=5.600 energy_ev=-6859.9595 total_charge=+1 homo_lumo_gap_ev=9.1 lumo_energy_ev=-3.564
C -1.20282 0.70295 0.75221 -2.281 -0.286 -2.713 -0.70
C 0.19599 0.31527 1.00171 2.133 -0.631 -0.669 -0.55
C 0.90716 -0.04769 -0.36878 -0.269 -0.957 0.907 0.78
C 0.63678 -1.27381 -1.03317 0.660 2.145 5.130 -1.30
C 2.06508 0.96547 -0.71159 -3.818 -0.711 -1.847 -1.18
N -2.06841 -0.61669 0.28988 -1.666 -0.444 1.422 -0.49
H -1.73098 1.16980 1.61361 0.251 -0.324 -0.936 0.37
H -1.19022 1.27508 -0.26437 -0.506 -0.337 2.207 0.39
H 0.36380 -0.58724 1.58656 -0.395 0.136 0.835 0.40
H 0.59313 1.23956 1.51947 0.170 -1.235 -0.528 0.36
H 0.64878 -2.27539 -0.49216 -1.171 1.487 -0.685 0.34
H 0.60381 -1.17133 -2.03552 1.110 -0.607 -3.426 0.42
H 2.45320 1.24472 0.24186 0.285 0.836 0.298 0.40
H 2.71008 0.30829 -1.20649 1.531 -0.329 -0.890 0.34
H 1.67378 1.73556 -1.44787 0.932 -0.324 1.279 0.30
H -1.73410 -0.93124 -0.61967 0.203 0.317 -0.428 0.36
H -1.71867 -1.38708 0.90127 -0.694 0.570 -0.242 0.37
H -3.20638 -0.66623 0.27304 3.525 0.694 0.284 0.40

=====

No. 3
93
Properties=species:S:1:pos:R:3:forces:R:3:mulliken_charge:R:1 method="wB97M-V/def2-TZVPD" largest_force_ev_per_a=9.766 energy_ev=-193698.3181 total_charge=0 homo_lumo_gap_ev=8.7 lumo_energy_ev=-0.235
O 5.80314 -4.56065 2.44823 -0.586 3.817 -2.517 -0.63
P 5.58487 -3.26221 1.57387 0.137 -3.129 2.749 0.35
C 4.18687 -2.09782 2.27202 0.225 -0.757 -1.327 -0.02
O 4.88598 -1.07845 3.06014 -2.422 -0.143 0.235 -0.34
C 3.97898 -0.21396 3.82489 -1.439 1.378 -1.151 -0.22
C 2.60649 0.23470 3.03761 -0.171 2.188 -0.619 -0.03
C 2.38001 1.85070 3.40793 1.180 1.362 -0.090 -0.55
C 3.38790 2.79011 2.45940 0.863 -0.108 -7.201 0.49
O 3.41350 2.70386 1.11161 -0.162 0.673 9.742 -0.44
F 4.37172 3.76001 3.05759 -3.090 -2.989 -1.221 -0.28
O 1.38476 -0.45148 3.48562 0.748 0.829 -1.837 -0.06
C 0.26969 -0.29248 2.54042 -2.056 -0.186 0.243 -0.31
C -0.92871 -1.32897 3.07620 0.272 0.345 0.276 -0.44
C -2.39781 -1.01023 2.41662 0.985 -0.708 0.748 -0.19
F -3.36630 -1.97704 3.05432 1.977 2.133 -1.536 -0.33
P 3.64254 -0.86022 5.63280 0.959 0.897 1.380 0.20
O 2.62948 0.32731 6.42998 -1.180 -2.828 -1.751 -0.50
Br 2.47715 -2.80272 5.63358 -0.102 0.790 -0.371 -0.13
H 5.18839 -3.61814 0.21141 0.244 0.672 0.924 0.10
H 6.78106 -2.42166 1.46285 -1.134 -0.454 -0.094 0.10
H 3.64816 -1.67829 1.29664 0.939 -0.548 2.218 0.19
H 3.47522 -2.80399 2.87346 1.282 1.484 -0.941 0.12
H 4.58295 0.80086 4.00629 -1.148 -2.305 -0.269 0.36
H 2.70249 0.21922 1.85440 -0.092 -0.218 2.463 0.34
H 2.64918 2.10116 4.51863 -0.669 -0.660 -2.075 0.25
H 1.29466 2.22552 3.16046 2.231 -0.827 0.401 0.30
H 0.57347 -0.51259 1.43223 -0.374 0.322 2.088 0.26
H -0.23919 0.78670 2.58101 1.446 -2.032 -0.056 0.12
H -1.01995 -1.17811 4.25409 0.263 -0.406 -2.590 0.23
H -0.59840 -2.42754 2.84505 -0.769 2.082 0.510 0.27
H -2.72953 0.07772 2.69911 0.400 -2.253 -0.671 0.26
H -2.34057 -1.20646 1.26034 -0.571 0.372 2.346 0.22
H 1.69967 -0.09347 6.44430 1.792 1.181 -0.065 0.31
O -0.07286 1.42406 -2.38966 0.744 -0.210 -0.495 -0.63
S 0.67490 1.35826 -3.62736 0.252 0.402 -0.696 1.17
O 1.60784 0.28855 -3.90586 -0.743 0.702 0.672 -0.60
O 1.42402 2.78460 -3.87132 -1.002 -1.049 -0.320 -0.17
C 2.26270 3.29754 -2.84622 0.897 0.312 0.792 -0.32
C 3.60864 2.59759 -2.82960 0.151 -0.331 0.047 -1.25
C -0.46574 1.47219 -4.98362 0.066 0.150 0.022 -0.88
H 1.77019 3.23205 -1.87030 -0.067 -0.089 -0.139 0.38
H 2.41571 4.36069 -3.06000 -0.293 -0.198 -0.200 0.31
H 3.50416 1.55227 -2.52387 0.014 0.150 -0.014 0.31
H 4.29109 3.08778 -2.12944 -0.137 0.011 -0.066 0.38
H 4.05957 2.59916 -3.82708 -0.082 0.098 0.131 0.33
H -1.14057 2.31191 -4.80913 0.121 -0.133 -0.029 0.24
H -1.03150 0.53916 -5.02849 0.150 0.071 0.100 0.31
H 0.09739 1.61043 -5.90830 -0.036 -0.024 0.176 0.38
O 0.40518 -6.08233 6.30555 -0.097 -0.050 1.148 -0.61
S -0.17990 -6.33499 7.60525 -0.122 -0.394 0.152 1.23
O 0.15385 -5.53946 8.76626 0.010 -0.474 -1.098 -0.61
O 0.01090 -7.91018 7.97603 -0.884 1.092 -0.373 -0.29
C 1.31746 -8.46577 7.93654 1.151 -0.398 0.151 -0.31
C 2.11962 -8.08290 9.16606 0.107 0.326 0.171 -0.98
C -1.94728 -6.36007 7.43430 -0.026 -0.193 0.024 -0.93
H 1.83744 -8.17436 7.01787 -0.182 0.082 0.051 0.31
H 1.20159 -9.55448 7.91054 -0.322 0.241 -0.080 0.27
H 2.33816 -7.01087 9.17451 -0.009 -0.152 -0.014 0.29
H 3.07103 -8.62185 9.19065 -0.136 -0.004 -0.052 0.38
H 1.55986 -8.30594 10.07997 0.074 -0.064 -0.157 0.26
H -2.21255 -7.00263 6.59304 0.105 0.082 0.127 0.31
H -2.28303 -5.33802 7.24631 0.218 -0.093 0.033 0.37
H -2.38680 -6.73117 8.36187 0.130 0.051 -0.111 0.32
O -2.57106 7.10187 -6.08389 1.047 0.022 0.584 -0.64
S -1.48497 7.55437 -5.24067 -0.042 0.049 0.359 1.19
O -0.10106 7.27084 -5.55147 -1.192 -0.017 0.015 -0.59
O -1.78134 7.10019 -3.70411 0.081 1.050 -0.949 -0.25
C -2.03957 5.72935 -3.43684 0.025 -1.161 0.246 -0.68
C -0.75878 4.91618 -3.42635 0.147 -0.032 -0.282 -0.70
C -1.65447 9.30436 -4.99111 -0.052 -0.003 0.193 -0.93
H -2.76153 5.32188 -4.15238 0.069 0.185 -0.035 0.35
H -2.50308 5.67831 -2.44590 0.019 0.357 -0.188 0.32
H -0.31790 4.86459 -4.42637 -0.055 -0.007 0.137 0.42
H -0.95227 3.89383 -3.08928 -0.034 0.168 0.076 0.28
H -0.01365 5.37366 -2.76773 -0.165 -0.079 -0.008 0.25
H -2.68397 9.52276 -4.70235 0.150 -0.101 -0.039 0.32
H -1.41441 9.80455 -5.93177 -0.002 -0.236 0.064 0.37
H -0.95640 9.61968 -4.21358 -0.081 -0.110 -0.113 0.31
O -3.82913 1.07116 -6.18013 -0.075 -1.085 -0.088 -0.62
S -4.34802 -0.25728 -5.93241 -0.596 -0.215 -0.054 1.23
O -3.54257 -1.44420 -6.11857 -0.322 1.161 -0.014 -0.61
O -5.74808 -0.44039 -6.74570 0.743 0.167 1.300 -0.28
C -5.76210 -0.18710 -8.14319 0.056 0.026 -1.247 -0.31
C -5.16282 -1.34317 -8.92174 0.330 -0.189 0.001 -0.98
C -5.03542 -0.29947 -4.29558 -0.183 -0.001 -0.059 -0.94
H -5.25064 0.75328 -8.37414 -0.001 -0.077 0.192 0.31
H -6.81037 -0.06486 -8.43575 0.107 0.016 0.400 0.27
H -4.09004 -1.43397 -8.72684 -0.142 0.023 -0.046 0.29
H -5.29972 -1.19776 -9.99708 -0.055 0.034 0.132 0.38
H -5.62604 -2.29060 -8.62832 -0.020 0.173 -0.071 0.26
H -5.68903 0.56444 -4.16367 0.105 -0.121 -0.088 0.32
H -4.21019 -0.25821 -3.58147 0.003 -0.004 -0.228 0.35
H -5.59028 -1.23084 -4.16923 0.105 0.120 -0.083 0.33

=====

No. 4
13
Properties=species:S:1:pos:R:3:forces:R:3:mulliken_charge:R:1 method="wB97M-V/def2-TZVPD" largest_force_ev_per_a=3.510 energy_ev=-17594.4740 total_charge=0 homo_lumo_gap_ev=10.0 lumo_energy_ev=0.996
C -1.29575 0.92164 -0.79189 0.577 0.588 0.329 -0.62
C -0.55723 0.39182 0.41762 -0.382 2.909 1.286 -0.25
C 1.78268 -2.02565 0.86878 -1.494 -0.482 -2.072 -0.28
H 0.17122 2.79794 -1.47875 -0.347 -0.312 0.306 0.11
H -1.79129 0.06504 -1.20523 -0.193 -0.375 -0.755 0.31
H -2.08472 1.64426 -0.58195 0.146 -0.135 0.541 0.38
H -1.28983 0.14080 1.12008 -1.645 0.072 1.492 0.25
H 0.11011 1.13223 0.96026 -0.519 -0.713 -1.092 0.34
H 2.53246 -2.37345 1.59826 -0.310 0.513 -0.704 0.29
H 1.44003 -2.61215 -0.08753 0.928 0.543 2.057 0.25
N 1.15377 -0.93316 1.05315 -0.047 -0.681 0.527 -0.46
O 0.05887 -0.79122 0.17299 2.837 -1.837 -0.947 -0.10
S -0.23031 1.64189 -2.04578 0.448 -0.089 -0.969 -0.24